C26H56ClN7NbO14P | ωB97M-V/def2-TZVPD

Calculated values
- Frontier orbital gap: 4.63 eV
- Calculated total energy: -90321.0988 eV
- LUMO: 3.63 eV
- E_HOMO: -1.00 eV

```
! RIJCOSX wB97M-V def2-TZVPD def2/J DEFGRID3
* xyz -2 1
Nb -1.05 -0.77 -0.72
Cl -4.59 -1.40 1.66
P -0.88 -0.68 -3.27
O 3.07 -3.55 -0.43
O -1.57 0.85 -3.77
O 2.97 0.04 -1.85
O 2.48 0.70 0.42
O 0.26 2.17 -1.72
O -7.73 -1.75 1.80
O -0.96 2.24 0.34
O 6.83 5.30 0.03
O -3.66 1.29 1.39
O 0.81 -0.78 -3.82
O 1.96 3.19 4.30
O -3.11 0.83 -6.37
O -1.64 -1.84 -4.03
O 4.20 -0.85 3.18
N -1.05 -0.82 1.44
N 5.83 0.19 4.32
N -4.45 -0.96 -6.55
N -9.25 -0.12 2.10
N 4.06 -5.57 -0.44
N 5.49 3.50 -0.16
N 1.56 5.32 3.71
C -4.69 0.87 -8.18
C -5.49 -1.78 -7.12
C -0.03 3.58 3.01
C -8.45 -1.12 2.57
C 4.59 -0.38 4.25
C 5.92 4.73 -0.58
C -4.02 0.26 -6.97
C -0.53 1.45 -0.67
C -10.15 0.73 2.84
C -1.81 -2.92 -0.82
C 5.38 -3.59 -1.08
C 1.23 4.00 3.72
C -8.47 -1.41 4.05
C 4.09 -4.22 -0.63
C 1.13 -1.41 -0.65
C 2.22 -0.19 -0.73
C -3.80 0.08 0.83
C 5.14 -6.51 -0.62
C 4.45 2.68 -0.72
C -0.84 -4.04 -0.11
C 3.76 -0.41 5.50
C 0.85 6.41 3.09
C -3.28 -0.12 -0.75
C 0.34 -4.71 -0.74
C 5.25 5.34 -1.78
C 6.47 0.79 5.46
H 4.27 -0.98 6.27
H 5.67 -4.00 -2.05
H 1.23 -5.03 -0.02
H -9.48 -1.71 4.35
H -0.15 2.50 3.10
H -2.06 -3.32 -1.90
H -1.68 0.81 -4.77
H 3.16 -5.92 -0.14
H 0.59 7.13 3.87
H -10.15 0.50 3.91
H -0.39 -1.61 1.71
H 0.98 -1.77 -4.00
H -4.24 1.84 -8.39
H -9.84 1.76 2.69
H -0.89 4.07 3.46
H -0.53 0.06 1.72
H -6.25 -1.96 -6.35
H -9.17 0.01 1.10
H 5.39 4.69 -2.65
H -4.54 0.23 -9.05
H 5.70 6.31 -1.99
H 4.19 5.48 -1.58
H 1.32 -2.10 -1.60
H 6.16 -3.77 -0.34
H 3.69 2.51 0.05
H 2.42 5.53 4.20
H -11.15 0.59 2.44
H 5.24 -2.51 -1.19
H -7.78 -2.22 4.27
H -2.84 -2.95 -0.22
H 0.05 3.82 1.95
H 1.52 6.89 2.37
H 2.80 -0.89 5.28
H 6.70 1.83 5.22
H -1.11 -4.39 1.00
H 5.31 -7.02 0.34
H -3.96 -1.31 -5.74
H 1.28 -2.03 0.36
H 4.82 -7.25 -1.36
H 6.06 -6.04 -0.94
H 3.56 0.61 5.84
H -3.30 0.94 -1.30
H 6.33 0.17 3.44
H 7.40 0.25 5.65
H 4.89 1.73 -1.01
H -8.15 -0.52 4.61
H -5.75 1.02 -7.98
H 5.85 0.76 6.36
H -5.05 -2.74 -7.41
H 3.98 3.14 -1.59
H -5.96 -1.32 -7.99
H 2.48 0.15 1.28
H -0.06 6.08 2.58
H -3.88 -0.95 -1.32
H 5.98 3.16 0.66
H 0.49 -4.90 -1.89
*
```